Entry 1:
Computed, not measured: one molecule with the formula C3H7ClFN in a non-equilibrium geometry, with ωB97M-V with the def2-TZVPD basis set.

Geometry as ORCA input:
```
! RIJCOSX wB97M-V def2-TZVPD def2/J DEFGRID3
* xyz 0 1
N -1.03128 -1.25507 -0.21016
C -0.39797 0.11307 -0.20423
C -1.55991 0.83912 -0.27737
F -1.88986 0.74077 -1.79573
C 0.62952 0.42554 0.86732
Cl 2.11149 -0.41774 0.79506
H -0.39980 -1.86730 -1.00906
H -0.89720 -1.49237 1.01205
H 0.36541 0.33910 -1.12025
H -2.47426 0.51073 0.23137
H -1.48716 1.93760 0.06398
H 0.19772 0.12058 1.83261
H 0.99778 1.40535 0.79172
*
```

Values from the calculation:
HOMO level	-10.01	eV
SMILES string	N[C@@H](CF)CCl
relative energy (zero: lowest compared OMol25 entry of this formula, charge and spin)	352.4	kJ/mol
gap between HOMO and LUMO	10.719	eV

***

Entry 2:
Computed, not measured: C20H23AsClN2OTc as an isolated structure in a non-equilibrium geometry, with ωB97M-V with the def2-TZVPD basis set.

Geometry as ORCA input:
```
! RIJCOSX wB97M-V def2-TZVPD def2/J DEFGRID3
* xyz 3 2
Tc 0.91362 -0.04393 -2.29620
N 2.85455 0.57379 -1.77841
C 3.00531 2.04320 -2.08383
C 2.33166 2.29720 -3.40718
N 0.91799 1.80024 -3.29799
H 3.08509 0.38429 -0.80693
H 3.53613 0.03765 -2.31971
H 4.05240 2.32855 -2.10185
H 2.51211 2.58804 -1.28285
H 2.81455 1.73169 -4.20143
H 2.36439 3.34661 -3.67740
H 0.50342 1.73947 -4.22486
H 0.34972 2.46821 -2.77597
Cl 0.38252 -1.13049 -4.11701
O -0.04599 0.74489 -0.84440
As -0.53853 -0.14218 0.58876
C -2.26786 -0.84696 0.18298
C -3.10636 -1.20120 1.23744
C -4.39328 -1.73986 0.97586
C -4.81619 -1.93687 -0.32327
C -3.97355 -1.59292 -1.37176
C -2.68614 -1.03513 -1.11532
C -0.67727 1.06895 2.01091
C -1.84107 1.85486 2.04328
C -2.01002 2.78708 3.07173
C -1.03260 2.92355 4.04470
C 0.12504 2.14590 3.99750
C 0.31340 1.21329 2.97078
C 0.80222 -1.47875 0.60566
C 1.04595 -2.06785 -0.64973
C 2.09578 -2.96440 -0.79919
C 2.89279 -3.28104 0.30158
C 2.61530 -2.72801 1.54378
C 1.56875 -1.81559 1.70432
H -2.78720 -1.07884 2.26460
H -5.02603 -2.01920 1.80960
H -5.79074 -2.35738 -0.53141
H -4.30103 -1.72689 -2.39463
H -2.08206 -0.72975 -1.95680
H -2.60449 1.76342 1.28206
H -2.90212 3.39753 3.10134
H -1.16596 3.63907 4.84468
H 0.88522 2.25509 4.76126
H 1.22779 0.63550 2.94293
H 0.30174 -2.00278 -1.45600
H 2.26607 -3.44480 -1.75630
H 3.70772 -3.98667 0.19307
H 3.21144 -3.00536 2.40584
H 1.36579 -1.41122 2.68576
*
```

Values from the calculation:
HOMO level (spin up / spin down)	-17.80 / -17.00	eV
gap between HOMO and LUMO (spin up / spin down)	7.434 / 2.968	eV

***

Entry 3:
Computed, not measured: one molecule with the formula C16H11FN4OS in a non-equilibrium geometry, with ωB97M-V with the def2-TZVPD basis set.

Geometry as ORCA input:
```
! RIJCOSX wB97M-V def2-TZVPD def2/J DEFGRID3
* xyz 0 1
O -1.38882 -1.98749 -1.31257
C -0.25420 -1.52920 -1.10458
N 0.72750 -2.20029 -1.77797
C 2.05803 -1.84041 -1.78488
C 3.01472 -2.58803 -2.51610
C 4.36330 -2.19072 -2.57850
F 5.24863 -2.82560 -3.36434
C 4.76141 -1.08883 -1.83749
C 3.81754 -0.36388 -1.11052
C 2.47067 -0.71386 -1.07995
C 1.38325 0.10895 -0.32370
N 0.01025 -0.36717 -0.38564
C -0.98324 0.40479 0.23280
C -2.34456 0.27286 0.14840
S -3.24569 1.38774 1.12310
C -1.66490 1.97396 1.73327
C -1.48491 2.84468 2.89142
C -0.20262 3.14860 3.39870
C -0.04710 3.89224 4.57397
N -1.08364 4.29799 5.29797
C -2.32576 4.03580 4.84633
C -2.56111 3.34625 3.63746
N -0.62351 1.41314 1.14519
H 0.41015 -3.05715 -2.22989
H 2.73784 -3.43798 -3.13755
H 5.78396 -0.73340 -1.96133
H 4.15899 0.56135 -0.64057
H 1.40766 1.12868 -0.68306
H 1.71162 0.13255 0.71486
H -2.79899 -0.46425 -0.45977
H 0.72168 2.80976 2.86279
H 0.94495 4.06114 4.92565
H -3.17105 4.38541 5.41190
H -3.56004 3.17443 3.33660
*
```

Values from the calculation:
HOMO level	-8.36	eV
SMILES string	O=C1Nc2cc(F)ccc2CN1c1csc(-c2ccncc2)n1
relative energy (zero: lowest compared OMol25 entry of this formula, charge and spin)	17.6	kJ/mol
gap between HOMO and LUMO	8.035	eV

***

Entry 4:
Computed, not measured: C15H16Al2BBrCaClF10KNO8S as an isolated structure in a non-equilibrium geometry, with ωB97M-V with the def2-TZVPD basis set.

Geometry as ORCA input:
```
! RIJCOSX wB97M-V def2-TZVPD def2/J DEFGRID3
* xyz 1 1
O -2.41088 -2.29477 5.30961
C -2.05253 -2.00288 4.21152
C -0.91304 -1.06235 3.72075
C -0.14591 -0.00520 4.40347
C 0.88390 0.67152 3.59112
C 1.11552 0.31721 2.28492
C 0.33197 -0.72566 1.63117
C -0.68689 -1.39353 2.39201
C -1.66660 -2.51421 2.00238
O -1.60473 -3.18032 1.01789
N -2.69552 -2.57799 3.02705
S -3.96644 -1.40241 2.66613
H -0.34527 0.24313 5.44613
H 1.49054 1.45140 4.06589
H 1.90551 0.84068 1.73010
H 0.49915 -1.03299 0.59236
H -3.56964 -0.29046 3.35235
Al 0.91234 -0.99575 -1.33416
Br -2.34483 1.08346 5.11438
C 3.51527 4.40894 -6.62955
C 3.58674 3.16770 -5.76615
O 2.60984 3.22160 -4.69536
C 1.36528 2.90527 -5.04652
O 0.98680 2.58688 -6.11957
O 0.57965 3.04747 -3.93428
C -0.83321 2.82435 -4.17317
H 3.60245 5.30896 -6.01615
H 4.31393 4.40691 -7.36966
H 2.56013 4.46952 -7.15478
H 4.56238 3.10672 -5.28677
H 3.45879 2.26000 -6.35504
H -0.99984 1.86542 -4.65818
H -1.24483 3.64467 -4.77859
H -1.34188 2.82182 -3.19900
B -2.38238 4.61332 -7.64457
F -2.63196 5.93055 -8.03401
F -1.00729 4.31349 -7.78942
F -2.72276 4.46639 -6.24188
F -3.15544 3.72387 -8.39204
F -1.31543 0.43410 0.03948
Cl -1.90596 5.41201 -4.55537
K -4.39717 1.75713 6.63774
C -1.70849 -6.11040 3.98434
C -1.38411 -5.50915 5.32185
O -0.11465 -6.04406 5.62388
C 0.48765 -6.26252 4.42114
O 1.64027 -6.43757 4.27220
O -0.41770 -6.22183 3.39657
F -2.26077 -5.91845 6.27278
H -2.16430 -7.09906 4.06836
H -2.35883 -5.47409 3.38511
H -1.32998 -4.41669 5.31134
Ca 0.20609 4.92854 -3.37705
F 4.55051 -3.44336 4.51997
Al 3.51240 -2.26534 3.85905
F 1.93722 -2.35243 4.61469
F 3.31352 -2.51735 2.14910
F 4.15140 -0.68221 4.11442
*
```

Values from the calculation:
HOMO level	-10.39	eV
gap between HOMO and LUMO	1.462	eV

***

Entry 5:
Computed, not measured: a 2-piece molecular cluster, C3H5NO2 overall in a non-equilibrium geometry, with ωB97M-V with the def2-TZVPD basis set.

Geometry as ORCA input:
```
! RIJCOSX wB97M-V def2-TZVPD def2/J DEFGRID3
* xyz 0 1
N -1.07200 -1.48728 -0.40111
C -0.48474 -0.94865 -1.26509
O 0.45056 0.71929 -0.93388
C 0.03664 1.27967 0.31256
C 0.88855 0.21667 0.91186
O 0.48368 -0.87499 1.28668
H -1.46097 -1.76436 0.48408
H -0.06680 -1.05412 -2.25298
H -1.04221 1.15133 0.47322
H 0.29773 2.34244 0.52073
H 1.96955 0.41998 0.86392
*
```

Values from the calculation:
HOMO level	-8.71	eV
relative energy (zero: lowest compared OMol25 entry of this formula, charge and spin)	454.9	kJ/mol
gap between HOMO and LUMO	9.748	eV

***

Entry 6:
Computed, not measured: one molecule with the formula C4H5FN2 in a non-equilibrium geometry, with ωB97M-V with the def2-TZVPD basis set.

Geometry as ORCA input:
```
! RIJCOSX wB97M-V def2-TZVPD def2/J DEFGRID3
* xyz 0 1
C -1.17261 1.23944 0.32804
N -1.60876 0.10334 0.02376
C -0.92086 -0.94981 -0.53879
C 0.30362 -1.35952 -0.16607
N 1.26583 -0.88058 0.66097
C 2.06446 0.04537 0.50811
F 2.20979 0.73739 -0.65982
H -1.72615 1.94715 0.89802
H -0.22730 1.84683 -0.08321
H -1.50656 -1.55097 -1.05994
H 0.37038 -2.32806 -0.49888
H 2.82954 0.29286 1.28093
*
```

Values from the calculation:
HOMO level	-8.37	eV
SMILES string	C=N/C=C\N=C/F
relative energy (zero: lowest compared OMol25 entry of this formula, charge and spin)	287.2	kJ/mol
gap between HOMO and LUMO	9.257	eV

***

Entry 7:
Computed, not measured: C124H92O20Zr as an isolated structure in a non-equilibrium geometry, with ωB97M-V with the def2-TZVPD basis set.

Geometry as ORCA input:
```
! RIJCOSX wB97M-V def2-TZVPD def2/J DEFGRID3
* xyz 0 1
Zr -0.93518 1.78233 -1.22041
C -2.07563 5.27737 -3.81560
C -2.39735 4.13344 -2.87924
C -3.47152 3.12815 -3.42500
O -1.19661 3.38191 -2.56818
H -1.81995 4.89343 -4.78619
H -1.27222 5.89855 -3.45211
H -2.88612 5.93800 -3.95009
H -2.74495 4.62418 -1.96656
H -3.02443 2.22835 -3.80033
H -3.98144 3.58681 -4.27748
H -4.21294 2.89586 -2.66897
C -2.41169 2.87003 2.62115
C -2.04033 3.52593 1.28037
C -1.29180 4.87983 1.50574
O -1.38848 2.58011 0.55261
H -2.68085 1.85549 2.28010
H -3.24714 3.23955 3.16331
H -1.57152 2.89255 3.36582
H -3.01490 3.71279 0.79235
H -2.04902 5.43955 2.13896
H -0.99295 5.36471 0.53413
H -0.44979 4.63687 2.15624
C 0.55150 -0.28264 2.01192
C 1.14498 -0.25206 0.61707
C 1.54581 -1.68310 0.21426
O 0.17760 0.27282 -0.20333
H -0.17723 0.55660 2.11947
H 1.22359 -0.09020 2.84010
H 0.00348 -1.19290 2.12100
H 2.06441 0.37491 0.62661
H 2.12651 -2.24611 0.97892
H 2.11666 -1.67303 -0.69586
H 0.62379 -2.27220 0.05197
C -4.40463 -0.68667 -2.19364
C -3.77048 0.12829 -1.09633
C -3.33829 -0.70023 0.10432
O -2.64021 0.84735 -1.53033
H -4.63147 0.03184 -3.00093
H -5.22646 -1.31876 -1.83695
H -3.70312 -1.34029 -2.74818
H -4.39959 0.95964 -0.81204
H -3.35745 -0.18413 1.02496
H -2.32283 -1.11406 0.04087
H -4.07823 -1.48309 0.15292
C -9.41216 5.91837 5.55205
C -10.01163 5.70857 4.29302
C -9.63360 4.70346 3.45569
C -8.52642 3.95003 3.84638
C -7.81967 4.16067 5.01917
C -8.26066 5.20307 5.84172
C -6.63281 3.38013 5.45575
O -6.02015 3.68434 6.44095
C -6.26290 2.17963 4.63568
C -5.13087 1.46044 4.88428
C -4.86517 0.30720 4.16823
C -5.65464 -0.03293 3.05076
C -6.81985 0.66304 2.78000
C -7.06254 1.82802 3.50355
C -8.11035 2.73168 3.01950
O -8.72502 2.52292 2.03200
H -9.79602 6.72297 6.20930
H -10.81693 6.32904 3.95329
H -10.09823 4.50567 2.54788
H -7.80112 5.28726 6.81478
H -4.53393 1.77742 5.72890
H -4.10925 -0.33199 4.58830
H -5.43881 -0.94013 2.46670
H -7.47542 0.34076 1.96230
C 8.47554 -1.09271 0.10684
C 8.83187 0.11599 0.58182
C 8.06642 0.63972 1.63449
C 6.92942 0.00534 2.07783
C 6.53491 -1.18624 1.51456
C 7.25698 -1.72573 0.46486
C 5.38762 -1.90763 2.10928
O 4.90255 -2.91553 1.66110
C 4.67672 -1.32371 3.28348
C 3.58064 -1.93871 3.88593
C 2.86042 -1.32089 4.87191
C 3.21617 -0.05731 5.34468
C 4.31121 0.62340 4.83656
C 4.95755 -0.01022 3.72542
C 6.08928 0.68214 3.10442
O 6.32176 1.86004 3.41451
H 9.22743 -1.54432 -0.57221
H 9.81008 0.55809 0.26428
H 8.37477 1.54975 2.20872
H 6.96757 -2.64030 -0.07363
H 3.28122 -2.90548 3.53472
H 1.99855 -1.80687 5.35473
H 2.62430 0.38650 6.19625
H 4.59093 1.61029 5.15792
C 3.91198 -6.19814 -6.90589
C 4.67680 -5.13022 -6.63534
C 4.60223 -4.49675 -5.44031
C 3.90733 -5.03573 -4.36022
C 3.26353 -6.27497 -4.59977
C 3.24334 -6.85244 -5.84641
C 2.45579 -6.92789 -3.40512
O 1.75958 -7.91948 -3.54364
C 2.45060 -6.21422 -2.12729
C 2.02850 -6.87368 -1.00515
C 2.31668 -6.40333 0.29218
C 3.00879 -5.20325 0.41972
C 3.60651 -4.60421 -0.71702
C 3.23730 -5.09034 -1.94235
C 3.79079 -4.30116 -3.09199
O 4.22899 -3.21232 -2.95372
H 3.73469 -6.55684 -7.93282
H 5.31254 -4.60162 -7.36149
H 5.20231 -3.63452 -5.21002
H 2.87464 -7.85023 -5.95863
H 1.57768 -7.88880 -1.15171
H 1.93966 -6.86166 1.13936
H 3.23191 -4.73925 1.43611
H 4.06144 -3.65004 -0.63315
C -0.36445 -4.34626 10.28511
C 0.09997 -5.15905 9.27805
C 0.16435 -4.68796 7.98435
C -0.33674 -3.40006 7.74142
C -0.82087 -2.57939 8.80185
C -0.86154 -3.09008 10.09638
C -1.37271 -1.25035 8.49557
O -1.87717 -0.63048 9.37612
C -1.28973 -0.67402 7.16182
C -1.83277 0.58408 6.87215
C -1.94399 0.99358 5.56111
C -1.33137 0.23316 4.56148
C -0.77334 -0.96669 4.83861
C -0.86043 -1.46741 6.10727
C -0.46812 -2.93553 6.34092
O -0.32528 -3.73267 5.41108
H -0.23566 -4.68405 11.32575
H 0.38340 -6.16726 9.54046
H 0.73212 -5.17412 7.22978
H -1.17766 -2.48573 10.99239
H -2.17668 1.15050 7.74785
H -2.31204 1.97601 5.26534
H -1.34205 0.55390 3.55002
H -0.40532 -1.59441 4.07042
C 5.39770 1.73672 -0.38695
C 4.40529 0.76079 -0.54482
C 3.74079 0.54939 -1.72939
C 4.15312 1.24626 -2.86485
C 5.22297 2.16443 -2.70938
C 5.82660 2.46828 -1.42606
C 5.70675 2.89642 -3.82026
O 6.64298 3.64397 -3.67013
C 5.23740 2.67097 -5.16501
C 5.86161 3.28270 -6.26435
C 5.27231 3.24854 -7.51433
C 4.15525 2.39214 -7.71114
C 3.65243 1.66080 -6.63482
C 4.16906 1.86559 -5.32749
C 3.59544 1.13197 -4.20283
O 2.74114 0.31901 -4.52661
H 5.89740 1.93980 0.55418
H 4.00356 0.17877 0.22866
H 2.97555 -0.20019 -1.79189
H 6.57335 3.26527 -1.34957
H 6.67605 3.95674 -6.04622
H 5.58130 3.75310 -8.38780
H 3.77410 2.25676 -8.72918
H 2.79836 1.01072 -6.66554
C -1.18199 -2.95796 -2.94616
C -1.45286 -3.66824 -4.09213
C -1.20107 -3.12334 -5.37496
C -0.71117 -1.84838 -5.52719
C -0.47101 -1.05175 -4.35286
C -0.68271 -1.64140 -3.08231
C -0.16968 0.35253 -4.31398
O -0.06825 0.91798 -3.21606
C -0.05279 1.00625 -5.64488
C -0.11840 2.36805 -5.64303
C -0.06094 3.06779 -6.88855
C 0.12056 2.29074 -8.01245
C -0.11973 0.95160 -8.05929
C -0.24386 0.27089 -6.84639
C -0.58530 -1.18073 -6.87640
O -0.81748 -1.72035 -7.90127
H -1.29319 -3.50739 -1.99314
H -1.76073 -4.68292 -3.92290
H -1.48324 -3.67504 -6.27775
H -0.49013 -1.10285 -2.15929
H -0.41340 2.90788 -4.75349
H -0.09013 4.13967 -6.90376
H 0.32276 2.90413 -8.85918
H -0.26268 0.38266 -8.97547
C 4.09694 5.83633 -3.78000
C 2.98240 5.03749 -4.08809
C 2.31256 4.26579 -3.12715
C 2.75479 4.26307 -1.79066
C 3.88326 5.14976 -1.41702
C 4.49977 5.88171 -2.47175
C 4.26345 5.31408 0.02941
O 4.95896 6.20863 0.44204
C 3.54685 4.40179 0.94916
C 4.00588 4.33778 2.20813
C 3.17030 3.69387 3.19102
C 2.10102 2.96662 2.80305
C 1.72700 2.84840 1.46648
C 2.43090 3.63141 0.53637
C 2.05780 3.45139 -0.82411
O 1.22008 2.62625 -1.13319
H 4.53610 6.48742 -4.49739
H 2.66900 5.05852 -5.16340
H 1.48399 3.60793 -3.40734
H 5.34750 6.44880 -2.25731
H 4.92880 4.88544 2.47220
H 3.36150 3.67440 4.27153
H 1.56447 2.36270 3.54458
H 0.85117 2.32295 1.08927
C -1.97336 -4.24521 2.13335
C -2.90764 -3.53547 2.91001
C -4.16185 -3.32297 2.37756
C -4.42598 -3.62219 1.03887
C -3.43623 -4.24763 0.17713
C -2.25601 -4.58729 0.77997
C -3.77452 -4.57325 -1.21229
O -3.00615 -5.15934 -1.92905
C -5.08630 -4.18807 -1.69879
C -5.30482 -4.15628 -3.10526
C -6.44758 -3.66196 -3.62006
C -7.54263 -3.32460 -2.79149
C -7.30895 -3.20835 -1.45206
C -6.09488 -3.66241 -0.83406
C -5.77841 -3.38579 0.58118
O -6.56781 -2.81900 1.26740
H -1.03704 -4.55226 2.54040
H -2.72814 -3.19606 3.92839
H -4.97270 -2.94868 3.06716
H -1.48911 -5.04373 0.19212
H -4.45727 -4.43692 -3.69461
H -6.63186 -3.54497 -4.69426
H -8.40547 -3.01588 -3.36641
H -8.05563 -3.00061 -0.73902
*
```

Values from the calculation:
HOMO level	-8.74	eV
gap between HOMO and LUMO	7.276	eV

***

Entry 8:
Computed, not measured: an isolated ion of composition CH2ClO2S and charge -1 in a non-equilibrium geometry, with ωB97M-V with the def2-TZVPD basis set.

Geometry as ORCA input:
```
! RIJCOSX wB97M-V def2-TZVPD def2/J DEFGRID3
* xyz -1 1
C -1.11362 -0.03834 1.02071
S 0.60039 -0.41564 -0.30325
O 0.44570 -1.41086 -1.38984
O 1.74510 -0.51229 0.63291
Cl 1.20757 1.42023 -1.34725
H -0.85683 0.98009 1.13889
H -2.02832 -0.02319 0.24784
*
```

Values from the calculation:
HOMO level	-4.28	eV
SMILES string	C=[S@](=O)([O-])Cl
relative energy (zero: lowest compared OMol25 entry of this formula, charge and spin)	166.9	kJ/mol
gap between HOMO and LUMO	8.019	eV